Model w:
Below is one molecule with the formula C4H4O3S, with properties calculated with the ωB97M-V functional and the def2-TZVPD basis.

Its net charge is 0. As for the SMILES: O=C[C@@H]1COC(=S)O1. The calculation puts the orbital gap at 9.414 eV. As for the lowest unoccupied orbital energy: 0.2 eV.

```
12
Properties=species:S:1:pos:R:3:lowdin_charge:R:1
O -2.465 -0.576 -0.898 0.08
C -1.523 -1.019 -0.298 -0.16
C -0.410 -0.116 0.370 -0.31
C -0.081 1.216 0.085 -0.05
O 1.083 0.829 -0.792 -0.07
C 1.772 -0.209 -0.273 -0.88
S 3.392 -0.555 -0.420 0.70
O 0.817 -0.917 0.380 -0.02
H -1.205 -2.121 -0.048 0.17
H -0.888 -0.110 1.307 0.14
H 0.433 1.696 1.071 0.19
H -0.925 1.881 -0.484 0.21
```

=====

Model x:
Below is one molecule with the formula C4H4O3S, with properties calculated with the ωB97M-V functional and the def2-TZVPD basis.

Its net charge is 0. The calculation puts the orbital gap at 8.245 eV. As for the lowest unoccupied orbital energy: 0.2 eV.

```
12
Properties=species:S:1:pos:R:3:lowdin_charge:R:1
C 0.434 0.865 0.186 -0.19
C -0.796 1.616 0.110 -0.06
C 0.988 -0.360 -0.658 -0.04
C 0.504 -0.628 0.706 -0.30
O -1.426 -0.384 -1.376 -0.41
O -0.764 -1.056 1.047 -0.27
O -1.976 1.089 0.322 -0.26
S -1.979 -0.529 -0.032 1.07
H 1.185 1.467 0.513 0.08
H 2.115 -0.485 -0.829 0.14
H 0.568 -0.725 -1.538 0.07
H 1.145 -0.871 1.549 0.16
```

=====

The most stable of them is model w.

=====

Model w:
Below is one molecule with the formula C4H4O3S, with properties calculated with the ωB97M-V functional and the def2-TZVPD basis.

Its net charge is 0. As for the SMILES: C[C@@H]1OC1=C=S(=O)=O. The calculation puts the orbital gap (alpha / beta) at 7.674 / 7.739 eV. As for the lowest unoccupied orbital energy (alpha / beta): -2.0 / -2.0 eV.

```
12
Properties=species:S:1:pos:R:3:lowdin_charge:R:1
C -1.994 -0.468 -0.291 -0.01
C -1.166 0.653 0.277 -0.26
O -0.531 1.446 -0.652 0.12
C 0.281 0.606 -0.020 -0.30
C 1.353 0.022 0.352 -0.03
S 3.003 -0.172 -0.066 0.76
O 3.870 0.541 0.818 -0.34
O 3.227 -1.572 -0.262 -0.35
H -1.369 -1.482 -0.220 0.14
H -2.208 -0.216 -1.281 0.06
H -2.931 -0.596 0.328 0.10
H -1.534 1.238 1.019 0.12
```

=====

Model x:
Below is a 3-piece molecular cluster, C4H4O3S overall, with properties calculated with the ωB97M-V functional and the def2-TZVPD basis.

Its net charge is 0. As for the SMILES: O=C=O.O=C=S.C=C. The calculation puts the orbital gap at 10.578 eV. As for the lowest unoccupied orbital energy: 0.5 eV.

```
12
Properties=species:S:1:pos:R:3:lowdin_charge:R:1
O -1.357 3.056 -1.498 0.20
C -1.501 2.666 -0.433 -0.52
O -1.804 2.429 0.649 0.19
O -1.687 -0.865 1.434 0.12
C -1.816 -0.559 0.323 -0.85
S -1.838 -0.217 -1.181 0.85
C 1.520 -1.736 0.224 -0.04
C 1.842 -0.448 0.070 -0.04
H 1.873 -2.217 0.995 -0.01
H 0.916 -2.211 -0.543 0.06
H 2.567 -0.028 0.609 0.00
H 1.285 0.130 -0.650 0.03
```

=====

The most stable of them is model x.

=====

Model w:
Below is one molecule with the formula C4H5NO2S, with properties calculated with the ωB97M-V functional and the def2-TZVPD basis.

Its net charge is 0. The calculation puts the orbital gap (alpha / beta) at 7.408 / 7.737 eV. As for the lowest unoccupied orbital energy (alpha / beta): 0.8 / -2.9 eV. Its spin multiplicity is 3.

```
13
Properties=species:S:1:pos:R:3:lowdin_charge:R:1
C 0.920 1.033 0.156 -0.35
C 0.911 0.408 -1.168 -0.11
C -0.711 -0.524 1.016 -0.13
C -0.190 0.888 1.208 -0.16
N 1.267 1.020 1.342 0.18
O -1.666 -0.501 -1.624 -0.33
O 0.006 -2.202 -1.107 -0.34
S -0.503 -0.868 -0.855 0.72
H 0.538 1.138 -1.773 0.06
H 1.816 -0.106 -1.544 0.12
H 0.070 -1.220 1.317 0.10
H -1.683 -0.766 1.444 0.11
H -0.775 1.700 1.587 0.13
```

=====

Model x:
Below is a 2-piece molecular cluster, C4H5NO2S overall, with properties calculated with the ωB97M-V functional and the def2-TZVPD basis.

Its net charge is 0. The calculation puts the orbital gap (alpha / beta) at 6.547 / 7.714 eV. As for the lowest unoccupied orbital energy (alpha / beta): 0.5 / -2.1 eV. Its spin multiplicity is 3.

```
13
Properties=species:S:1:pos:R:3:lowdin_charge:R:1
C -2.179 0.808 0.353 -0.44
C 0.059 -1.674 -0.629 -0.38
C -0.038 -0.544 -1.159 -0.37
C 1.840 -0.026 0.784 -0.40
N -2.136 1.711 -0.454 0.16
O -2.438 -0.164 0.946 0.16
O -0.055 -2.681 -0.056 0.14
S 1.044 0.865 -0.598 0.84
H -0.458 -0.248 -2.041 0.03
H 1.337 -0.095 1.755 0.04
H 2.742 0.560 1.056 0.03
H 2.006 -1.169 0.412 0.10
H -1.724 2.655 -0.369 0.10
```

=====

The most stable of them is model x.

=====

Model w:
Below is a 2-piece molecular cluster, C3H6IO2P overall, with properties calculated with the ωB97M-V functional and the def2-TZVPD basis.

Its net charge is 0. The calculation puts the orbital gap (alpha / beta) at 7.287 / 7.288 eV. As for the lowest unoccupied orbital energy (alpha / beta): -0.8 / -0.8 eV.

```
13
Properties=species:S:1:pos:R:3:lowdin_charge:R:1
C -1.873 -0.705 -0.237 -0.81
C 1.615 -1.581 0.138 -0.10
C -0.136 1.944 -0.093 -0.29
O -1.592 -1.682 0.354 -0.09
O 1.037 -0.280 0.074 -0.51
P 0.147 0.393 -1.153 1.02
I -3.747 0.424 0.120 0.57
H 0.819 -2.226 0.185 0.04
H 2.087 -1.550 1.066 0.07
H 2.335 -1.700 -0.637 0.08
H 0.192 1.965 0.889 0.02
H -1.218 2.227 -0.181 0.01
H 0.334 2.771 -0.525 0.00
```

=====

Model x:
Below is a 2-piece molecular cluster, C3H6IO2P overall, with properties calculated with the ωB97M-V functional and the def2-TZVPD basis.

Its net charge is 0. The calculation puts the orbital gap (alpha / beta) at 7.261 / 7.430 eV. As for the lowest unoccupied orbital energy (alpha / beta): -0.1 / -0.2 eV.

```
13
Properties=species:S:1:pos:R:3:lowdin_charge:R:1
C 0.527 1.119 -0.209 -0.37
C -0.756 -2.134 0.839 -0.12
C 1.643 1.980 -0.737 -0.05
O 0.324 0.935 0.941 -0.05
O -1.225 -1.894 -0.514 -0.63
P -1.395 -0.490 -1.179 0.44
I -2.999 0.568 0.247 0.38
H -1.506 -1.734 1.500 0.04
H 0.066 -1.393 0.907 0.06
H -0.420 -3.104 0.981 0.07
H 1.408 2.981 -0.771 0.05
H 1.829 1.531 -1.784 0.10
H 2.504 1.634 -0.220 0.07
```

=====

The most stable of them is model w.